Molecular formula: C36H29Cl2MnNP2S
Method: DFT, the ωB97M-V functional and the def2-TZVPD basis

```
72
C36H29Cl2MnNP2S the ωB97M-V functional and the def2-TZVPD basis
Mn 0.38634 0.13196 -0.86164
C 1.96614 -2.61874 -0.11709
P 1.48236 -1.13787 0.90277
C 2.96298 -0.49728 1.68910
C 4.20702 -0.50566 1.06242
C 5.28947 0.11377 1.67014
C 5.13147 0.75817 2.89068
C 3.88965 0.77291 3.51627
C 2.80484 0.14584 2.92029
C 0.39517 -1.74609 2.19989
C -0.77814 -1.04564 2.48326
C -1.60277 -1.46187 3.52037
C -1.25771 -2.57502 4.26926
C -0.08515 -3.27508 3.99180
C 0.74334 -2.85827 2.96522
C 0.97387 -2.74597 -1.21119
C 0.51243 -3.91718 -1.92190
C -0.44239 -3.48504 -2.78126
C -0.58738 -2.09783 -2.60468
C -1.48902 -1.07150 -3.17476
P -1.82956 0.17296 -1.82422
C -3.16556 -0.61986 -0.90357
C -4.50081 -0.27757 -1.10738
C -5.49899 -0.97858 -0.44704
C -5.17214 -2.02837 0.40291
C -3.84369 -2.37982 0.59892
C -2.84201 -1.67388 -0.04756
C -2.46602 1.67616 -2.57738
C -2.33365 1.95145 -3.93731
C -2.74910 3.17931 -4.43827
C -3.29403 4.13000 -3.58711
C -3.42899 3.85680 -2.23085
C -3.01361 2.63632 -1.72288
N 0.32334 -1.67059 -1.64141
H 2.05114 -3.53225 0.46564
H 2.95030 -2.42516 -0.55716
H 4.35389 -1.00061 0.10884
H 6.26095 0.08533 1.19100
H 5.98045 1.23609 3.36384
H 3.76719 1.25973 4.47534
H 1.84205 0.14793 3.41800
H -1.04760 -0.17394 1.90102
H -2.51027 -0.91421 3.74080
H -1.89808 -2.89924 5.08018
H 0.18519 -4.13847 4.58525
H 1.66901 -3.39056 2.77193
H 0.86004 -4.93014 -1.78848
H -0.99692 -4.11367 -3.46169
H -2.40338 -1.51539 -3.56527
H -0.97328 -0.57349 -4.00193
H -4.76129 0.53334 -1.77564
H -6.53552 -0.70789 -0.60117
H -5.95597 -2.57343 0.91293
H -3.58784 -3.19839 1.26068
H -1.80580 -1.94393 0.12090
H -1.92436 1.22028 -4.62078
H -2.65302 3.38702 -5.49623
H -3.61994 5.08428 -3.98111
H -3.86095 4.59570 -1.56792
H -3.12380 2.42985 -0.66301
Cl 2.44340 0.90937 -1.78215
C 2.84406 2.27220 -0.75970
C 4.07854 2.84727 -0.92509
C 4.41823 3.91069 -0.09587
C 3.53657 4.36569 0.87842
C 2.30129 3.77738 1.02156
Cl 1.24163 4.34695 2.24767
C 1.90656 2.70419 0.19103
S 0.32707 2.00762 0.31876
H 4.76163 2.48013 -1.67882
H 5.38352 4.38708 -0.20827
H 3.80768 5.18467 1.53072
```

**Net charge**: +2
**Spin multiplicity**: 2
**⟨S²⟩**: 1.0983
**LUMO (alpha / beta)**: -8.4198 / -9.1280 eV
**Frontier orbital gap (alpha / beta)**: 4.6 / 3.4 eV
**Max |F|**: 3.5 eV/Å

***

Molecular formula: C36H29CoF2N7O2S
Method: DFT, the ωB97M-V functional and the def2-TZVPD basis

```
78
C36H29CoF2N7O2S the ωB97M-V functional and the def2-TZVPD basis
Co 0.08615 0.90120 -0.40108
N 0.92260 2.40531 3.70589
C 1.02695 2.06489 2.39009
S -0.01218 2.81392 1.25815
N 1.96069 1.16438 2.13543
N 1.98487 0.75762 0.84347
C 3.07483 0.20262 0.44489
C 4.28910 0.05774 1.29449
C 5.46695 0.70076 0.92720
C 6.61388 0.56974 1.69740
C 6.59603 -0.21797 2.83852
C 5.42432 -0.86450 3.21008
C 4.27675 -0.72147 2.44712
C 3.11079 -0.26704 -0.95720
C 4.17650 -1.01765 -1.45307
C 4.17969 -1.37608 -2.78866
C 3.12978 -0.96750 -3.59420
C 2.09896 -0.24864 -3.00889
N 2.07100 0.07895 -1.72325
H 0.41747 3.24788 3.91405
H 1.70002 2.16200 4.29801
H 5.47957 1.31504 0.03444
H 7.52024 1.08413 1.40495
H 7.48989 -0.32441 3.43954
H 5.40308 -1.47377 4.10483
H 3.35536 -1.19665 2.75789
H 4.98442 -1.30434 -0.79539
H 4.99615 -1.95869 -3.19585
H 3.09962 -1.19959 -4.64958
H 1.25861 0.08738 -3.60388
O -3.09822 -3.42069 4.41941
C -1.70460 -3.50352 4.19497
C -1.30760 -2.54162 3.11164
C 0.00836 -2.49052 2.67127
C 0.34701 -1.57161 1.70020
N -0.52245 -0.73080 1.13942
C -1.79706 -0.79728 1.53681
C -2.21727 -1.68020 2.52777
C -2.76085 0.13122 0.87497
C -4.12748 0.07911 1.12117
C -4.96514 0.99638 0.50432
C -6.45104 0.98194 0.76708
O -6.96022 -0.30883 1.05166
C -4.39316 1.93972 -0.33479
C -3.02326 1.91511 -0.53365
N -2.22741 1.02113 0.04048
H -3.33655 -4.02768 5.12495
H -1.41249 -4.51504 3.89073
H -1.14317 -3.25472 5.10270
H 0.76565 -3.14666 3.08234
H 1.36717 -1.50459 1.34693
H -3.24293 -1.69724 2.85751
H -4.55658 -0.66396 1.77633
H -6.97604 1.44232 -0.07554
H -6.66710 1.58373 1.65140
H -6.85236 -0.85895 0.26873
H -5.00047 2.68214 -0.83721
H -2.53688 2.63328 -1.18248
F -0.04559 5.46409 -3.41040
C -0.34205 4.14970 -3.31306
C 0.03634 3.44103 -2.19293
C -0.25977 2.08196 -2.07945
C -0.95126 1.45771 -3.14461
C -1.32298 2.23065 -4.24550
F -2.01293 1.69368 -5.28988
C -1.03507 3.57226 -4.35989
C -1.21471 -0.00372 -3.03192
C -1.82294 -0.78665 -4.02192
C -1.93956 -2.15211 -3.84578
C -1.45066 -2.73602 -2.68875
C -0.87968 -1.90048 -1.74835
N -0.76870 -0.58453 -1.90230
H 0.55304 3.96224 -1.39446
H -1.33856 4.13552 -5.22991
H -2.19117 -0.33012 -4.92344
H -2.40512 -2.75581 -4.61479
H -1.50861 -3.80140 -2.51496
H -0.48999 -2.30544 -0.82221
```

**Spin multiplicity**: 4
**⟨S²⟩**: 3.7604
**LUMO (alpha / beta)**: -0.0814 / -0.0762 eV
**Frontier orbital gap (alpha / beta)**: 6.7 / 7.0 eV
**Energy relative to the best compared isomer or geometry (same formula, charge and spin)**: 0.073 eV
**Max |F|**: 0.2 eV/Å

***

Molecular formula: C36H29F6N4
Method: DFT, the ωB97M-V functional and the def2-TZVPD basis

```
75
C36H29F6N4 the ωB97M-V functional and the def2-TZVPD basis
C 3.35513 -2.00490 1.83069
C 2.38349 -1.99355 2.83333
N 1.58291 -2.08594 3.69746
N 2.85404 -1.99983 0.52153
C 3.55277 -1.35874 -0.47580
C 3.11981 -1.44806 -1.77904
C 2.01373 -2.23277 -2.10899
C 1.30743 -2.86186 -1.08415
C 1.71910 -2.73266 0.22851
H 4.29477 -1.46595 1.96872
H 4.39970 -0.76305 -0.13333
H 3.65954 -0.87693 -2.52770
H 1.69292 -2.34136 -3.14100
H 0.40942 -3.44429 -1.25992
H 1.18816 -3.18561 1.07008
F 9.72105 -0.84234 -2.69790
C 8.98840 -1.95854 -2.44340
F 7.83140 -1.57085 -1.80295
F 8.59867 -2.50043 -3.64980
C 9.70558 -2.98937 -1.62337
N 8.76192 -4.08943 -1.35705
C 9.14353 -5.35978 -1.85473
C 9.94409 -6.21754 -1.08204
C 10.43967 -7.39231 -1.64374
C 10.11861 -7.72877 -2.96424
C 9.32090 -6.87369 -3.73521
C 8.85146 -5.68120 -3.18967
C 7.93321 -3.96673 -0.24454
C 6.56021 -4.24540 -0.38403
C 5.71024 -3.99157 0.66421
C 6.19304 -3.55597 1.93656
C 5.23241 -3.25530 2.94979
C 5.51195 -2.85568 4.29995
C 4.43711 -2.93612 5.24072
C 4.59921 -2.64450 6.57372
C 5.89575 -2.42518 7.09088
N 6.07792 -2.23120 8.44333
C 5.05698 -1.49158 9.19739
C 5.39915 -0.02997 9.08600
F 4.51744 0.80950 9.68811
F 6.64923 0.19111 9.62376
F 5.48658 0.32372 7.75196
C 7.03638 -2.93154 9.20464
C 8.37570 -2.51557 9.24063
C 9.27632 -3.16617 10.08334
C 8.85585 -4.25434 10.85917
C 7.51657 -4.66630 10.82613
C 6.59897 -3.97437 10.04177
C 6.98945 -2.42262 6.20519
C 6.76568 -2.44146 4.83993
C 7.60716 -3.55072 2.09982
C 8.45212 -3.60429 1.00495
H 10.54498 -3.38859 -2.20207
H 10.01752 -2.52359 -0.68040
H 10.18263 -5.92608 -0.05759
H 11.07996 -8.04365 -1.04644
H 10.49322 -8.65561 -3.39814
H 9.06606 -7.12455 -4.76846
H 8.25429 -4.97123 -3.76472
H 6.20007 -4.63064 -1.33803
H 4.64041 -4.12333 0.52868
H 4.23453 -3.70715 2.80136
H 3.44941 -3.21222 4.88344
H 3.73925 -2.65874 7.24692
H 4.06006 -1.63954 8.77832
H 5.12059 -1.78870 10.24825
H 8.67773 -1.66729 8.62549
H 10.31150 -2.82474 10.13159
H 9.56737 -4.78601 11.49531
H 7.17608 -5.52351 11.41306
H 5.53802 -4.23690 10.03284
H 7.99179 -2.36692 6.62130
H 7.57930 -2.12907 4.18595
H 8.05171 -3.51386 3.08941
H 9.52691 -3.44486 1.10844
```

**Net charge**: +1
**LUMO**: -4.6448 eV
**Frontier orbital gap**: 5.4 eV
**Max |F|**: 2.8 eV/Å

***

Molecular formula: C36H30As2NO2Pt
Method: DFT, the ωB97M-V functional and the def2-TZVPD basis

```
72
C36H30As2NO2Pt the ωB97M-V functional and the def2-TZVPD basis
Pt 0.17574 -1.17234 -0.53844
O 0.14911 -4.59041 -2.77383
C 0.34269 -3.53258 -2.23512
O -0.50040 -2.90953 -1.43669
C 1.64506 -2.80916 -2.47431
C 2.68882 -3.41996 -3.18455
C 3.85295 -2.73168 -3.34112
C 3.97412 -1.41446 -2.83515
C 5.15419 -0.64349 -2.97606
C 5.20990 0.63059 -2.49390
C 4.08072 1.20012 -1.85962
C 2.93612 0.47624 -1.69625
C 2.87179 -0.85321 -2.16614
N 1.73347 -1.59754 -1.97692
H 2.52815 -4.41745 -3.56799
H 4.69719 -3.18061 -3.85473
H 6.00853 -1.08455 -3.47729
H 6.11754 1.21151 -2.59857
H 4.12696 2.22251 -1.50372
H 2.06383 0.90007 -1.21620
C -1.39027 1.69343 0.76930
C -1.62076 0.70615 1.90502
As -0.26158 -0.69110 1.85492
C -0.50701 -1.55530 3.56522
C 0.57949 -1.76829 4.40310
C 0.36267 -2.25668 5.68505
C -0.92770 -2.53330 6.11949
C -2.00813 -2.34379 5.26597
C -1.80078 -1.85975 3.98247
C 1.36228 0.32008 2.17362
C 1.35673 1.50056 2.91554
C 2.54664 2.16697 3.16773
C 3.75082 1.64922 2.69784
C 3.76336 0.46884 1.96827
C 2.56940 -0.19134 1.69906
As -1.37396 0.73524 -0.93856
C -3.13601 -0.04832 -0.92727
C -4.22415 0.71046 -0.49356
C -5.49358 0.15379 -0.48393
C -5.67979 -1.15707 -0.91730
C -4.59901 -1.90650 -1.35762
C -3.32087 -1.35603 -1.36336
C -1.54080 2.18994 -2.19238
C -2.54958 2.16625 -3.14749
C -2.76868 3.29129 -3.93177
C -1.98030 4.42237 -3.76694
C -0.95224 4.42854 -2.83154
C -0.72618 3.30971 -2.04420
H -0.43852 2.20787 0.87736
H -2.16913 2.44776 0.70690
H -2.58509 0.21897 1.78496
H -1.60295 1.16705 2.88723
H 1.58510 -1.55075 4.07228
H 1.20649 -2.41888 6.34526
H -1.09223 -2.90042 7.12521
H -3.01376 -2.57413 5.59827
H -2.64465 -1.72885 3.31696
H 0.43020 1.89740 3.31226
H 2.53719 3.08686 3.73876
H 4.68013 2.16844 2.90760
H 4.69934 0.06054 1.60613
H 2.58565 -1.11223 1.13354
H -4.08977 1.73743 -0.17560
H -6.33793 0.74216 -0.14489
H -6.67311 -1.59028 -0.91265
H -4.74184 -2.92559 -1.69752
H -2.48603 -1.95624 -1.69664
H -3.16447 1.28656 -3.27812
H -3.55997 3.28239 -4.67041
H -2.16507 5.30205 -4.37063
H -0.32788 5.30532 -2.71402
H 0.08183 3.31718 -1.32236
```

**Net charge**: +1
**Spin multiplicity**: 3
**⟨S²⟩**: 2.0069
**LUMO (alpha / beta)**: -3.0170 / -4.6072 eV
**Frontier orbital gap (alpha / beta)**: 7.4 / 7.1 eV
**Energy relative to the best compared isomer or geometry (same formula, charge and spin)**: 0.328 eV
**Max |F|**: 0.6 eV/Å

***

Molecular formula: C36H30BIrN9OPSe
Method: DFT, the ωB97M-V functional and the def2-TZVPD basis

```
80
C36H30BIrN9OPSe the ωB97M-V functional and the def2-TZVPD basis
Ir -0.20691 0.30099 -0.50772
C 1.78826 -1.88053 -3.63929
C 1.61563 -0.72870 -2.87306
N 0.77868 -0.98009 -1.87135
N 0.41381 -2.27406 -1.95661
C 1.00658 -2.83671 -3.02290
B -0.45252 -2.88000 -0.82743
N 0.28606 -2.46236 0.49637
C 1.07222 -3.12774 1.35495
C 1.52422 -2.26447 2.33211
C 0.97950 -1.03780 1.98686
N 0.23620 -1.15821 0.88619
N -1.85878 -2.21711 -0.76977
C -3.05366 -2.79583 -0.56679
C -4.00829 -1.80030 -0.47483
C -3.29562 -0.61420 -0.63352
N -2.00545 -0.88056 -0.83212
N -0.66543 -4.35850 -1.04878
C -0.40570 -5.49581 -0.35052
C -0.87167 -6.55727 -1.07936
C -1.41627 -5.97117 -2.23700
N -1.29734 -4.65782 -2.21664
H 2.40477 -2.00306 -4.51143
H 2.06878 0.24427 -2.97133
H 0.83531 -3.87223 -3.25873
H 1.28118 -4.17238 1.22647
H 2.15805 -2.49618 3.16869
H 1.08542 -0.07886 2.46611
H -3.14590 -3.86667 -0.50933
H -5.06632 -1.92005 -0.32403
H -3.64642 0.40677 -0.63435
H 0.06175 -5.49384 0.61544
H -0.82714 -7.59917 -0.81587
H -1.89464 -6.45163 -3.07553
O 2.61752 0.76263 -0.11076
C 1.51710 1.25008 0.01084
C 1.39635 2.60637 0.67958
C 2.50217 3.43726 0.82502
C 2.33752 4.71074 1.34274
C 1.07523 5.16375 1.71715
C -0.02629 4.33081 1.60482
C 0.14329 3.04387 1.10177
P -1.16000 1.80921 0.95009
C -2.66880 2.75192 0.57530
C -2.70248 3.58939 -0.54141
C -3.82691 4.34761 -0.81909
C -4.93258 4.28047 0.02011
C -4.90485 3.45931 1.13562
C -3.77741 2.69774 1.41641
C -1.47792 1.13623 2.60555
C -1.18981 1.87077 3.75412
C -1.41689 1.32239 5.00753
C -1.93647 0.04047 5.12230
C -2.24289 -0.68943 3.98221
C -2.01273 -0.14580 2.72810
H 3.47260 3.07329 0.51425
H 3.19265 5.36595 1.44413
H 0.95267 6.16981 2.09583
H -1.00761 4.68125 1.90288
H -1.83582 3.68031 -1.18401
H -3.83808 4.99875 -1.68303
H -5.81072 4.87494 -0.19393
H -5.76050 3.41046 1.79577
H -3.76896 2.05908 2.28963
H -0.77811 2.86883 3.67657
H -1.18547 1.89684 5.89448
H -2.10409 -0.38896 6.10114
H -2.65216 -1.68744 4.06771
H -2.26295 -0.71867 1.84406
Se -0.67040 1.66603 -2.53527
C -1.65093 0.86294 -3.93236
C -2.09735 -0.45181 -4.04199
C -2.81091 -0.79865 -5.17992
N -3.08849 0.04457 -6.17034
C -2.63567 1.28963 -6.06980
C -1.90782 1.74812 -4.98292
H -1.88262 -1.19894 -3.30070
H -3.17138 -1.81390 -5.29673
H -2.85948 1.95553 -6.89464
H -1.55508 2.77048 -4.95300
```

**Net charge**: +1
**Spin multiplicity**: 2
**⟨S²⟩**: 0.7624
**LUMO (alpha / beta)**: -2.2898 / -5.4725 eV
**Frontier orbital gap (alpha / beta)**: 8.9 / 5.8 eV
**Energy relative to the best compared isomer or geometry (same formula, charge and spin)**: 0.000 eV
**Max |F|**: 1.6 eV/Å

***

Molecular formula: C36H30BrIrN2P2Te
Method: DFT, the ωB97M-V functional and the def2-TZVPD basis

```
73
C36H30BrIrN2P2Te the ωB97M-V functional and the def2-TZVPD basis
Ir -0.30350 0.44980 0.51450
Te 3.88220 -0.21090 3.20840
C 3.76550 1.40610 4.61290
C 4.16760 2.65910 4.17950
C 4.17790 3.69230 5.10450
N 3.82340 3.53650 6.36310
C 3.45760 2.34050 6.77490
C 3.41990 1.23240 5.93950
C 2.22230 0.49910 2.11100
P 2.20080 0.23510 0.31250
C 2.10180 1.83650 -0.57750
C 2.61310 1.84250 -1.85120
C 2.54700 2.98140 -2.64960
C 1.99400 4.16130 -2.11740
C 1.47220 4.20590 -0.86450
C 1.28810 2.97320 -0.03750
C 4.01620 0.06960 0.07940
C 4.70540 -1.08850 -0.23700
C 6.09260 -1.05490 -0.32700
C 6.78750 0.11870 -0.09230
C 6.09880 1.27530 0.24200
C 4.72460 1.24630 0.33750
P 0.56130 0.14210 2.72170
C 0.38020 -1.58680 3.27420
C -0.79160 -1.90340 3.96850
C -1.07440 -3.21560 4.29990
C -0.21520 -4.23580 3.91400
C 0.93330 -3.93010 3.20160
C 1.23040 -2.61560 2.88290
C 0.41670 1.13420 4.23080
C 0.40140 0.61420 5.51990
C 0.26630 1.47310 6.59770
C 0.18650 2.84350 6.40830
C 0.24040 3.36330 5.12370
C 0.33170 2.51150 4.04110
H 4.47490 2.82640 3.15860
H 4.49600 4.68500 4.82250
H 3.18520 2.25690 7.81750
H 3.12070 0.26700 6.31580
H 3.11940 0.95980 -2.22330
H 2.97680 2.96580 -3.63630
H 2.02970 5.05850 -2.71470
H 1.11080 5.13540 -0.45120
H 1.55220 3.16250 1.01480
H 4.16990 -2.00920 -0.42550
H 6.63320 -1.95160 -0.59160
H 7.86420 0.13980 -0.16250
H 6.62670 2.20020 0.41890
H 4.17320 2.14140 0.59020
H -1.47290 -1.10890 4.24960
H -1.96970 -3.44990 4.85740
H -0.44050 -5.26160 4.16960
H 1.60080 -4.72160 2.89350
H 2.12700 -2.39540 2.31570
H 0.50520 -0.45080 5.67900
H 0.22810 1.06520 7.59600
H 0.07930 3.50320 7.25700
H 0.20140 4.42980 4.97080
H 0.33510 2.89460 3.02990
C -0.19900 2.55400 -0.06470
H -0.78840 3.21440 0.57560
H -0.57510 2.64160 -1.08850
Br -6.87110 0.04790 -0.25610
C -4.99270 -0.12960 -0.10140
C -4.16420 0.15140 -1.18690
C -2.80360 0.01280 -1.02930
N -2.23760 -0.35970 0.13330
C -3.04700 -0.66940 1.16110
C -4.42000 -0.56790 1.09020
H -4.57530 0.45950 -2.13490
H -2.13020 0.20230 -1.85820
H -2.56470 -1.02080 2.06580
H -5.03140 -0.84080 1.93550
```

**Net charge**: +1
**Spin multiplicity**: 2
**⟨S²⟩**: 0.8574
**LUMO (alpha / beta)**: -4.4376 / -4.5857 eV
**Frontier orbital gap (alpha / beta)**: 4.8 / 4.9 eV
**Max |F|**: 3.9 eV/Å